[1]
The following is a quantum chemistry calculation of 3 unconnected molecules or ions with the total composition C22H38Cl6F5N2O7P2S, from the Open Molecules 2025 dataset.

Calculated values
Molecular weight, g/mol: 844.28
HOMO-LUMO gap, eV: 9.77
Total energy, eV: -158874.10199
HOMO level, eV: -12.221
Charge: +1

Positions of all 83 atoms, in Å:
C: -3.63500 4.38795 -2.84326
C: -2.28310 4.13777 -3.46985
O: -1.55856 3.18377 -2.65108
P: 0.03081 3.18269 -2.72805
O: 0.71000 4.42930 -2.37368
C: 0.39541 1.81439 -1.60691
C: 0.23647 2.31030 -0.16873
C: 0.48462 1.31680 0.96628
O: -0.19017 0.10786 0.60930
C: 0.13296 -1.04879 1.35372
C: -0.05605 -0.75346 2.85963
C: -1.49757 -0.37276 3.13683
N: -2.12536 -0.63110 4.19054
C: -0.81668 -2.18185 0.95156
Cl: -0.98130 -3.39897 2.16896
C: -1.49421 -2.30834 -0.18807
C: -1.61791 -1.33021 -1.32499
Cl: -2.38081 -3.76656 -0.44800
C: 1.62270 -1.39517 0.91795
C: 1.73520 -1.40257 -0.60760
P: 2.32962 -3.04220 1.50715
O: 3.75229 -3.14680 0.76643
O: 1.42818 -3.98773 0.61636
S: 2.48133 -3.19784 3.41357
N: 2.47562 -0.32484 1.56912
O: 3.83554 -0.42968 1.24735
C: 1.95576 1.12827 1.51271
C: 3.04303 2.16053 1.09686
F: 2.49760 3.35889 1.35286
F: 4.06753 2.01537 1.95547
C: 3.62561 2.21082 -0.36172
F: 4.92903 2.46009 -0.34154
F: 3.00058 3.12863 -1.08815
F: 3.43942 1.00124 -0.96170
O: 0.40626 2.68001 -4.18894
C: -0.15215 1.45582 -4.71839
C: 0.93191 0.38996 -4.86882
H: -3.52545 4.86543 -1.86893
H: -4.19624 3.46104 -2.72423
H: -4.20451 5.06253 -3.48506
H: -2.38481 3.72271 -4.47582
H: -1.70610 5.06227 -3.54321
H: -0.27804 0.98981 -1.82071
H: 1.41242 1.51279 -1.86877
H: 0.80341 3.22981 -0.04277
H: -0.80959 2.60632 -0.03646
H: -0.03211 1.74361 1.82864
H: 0.56749 0.08040 3.19270
H: 0.21369 -1.61069 3.47179
H: -2.02284 0.17307 2.35579
H: -1.55442 -1.15362 4.85821
H: -0.68758 -1.22299 -1.88293
H: -2.37602 -1.69040 -2.01758
H: -1.94404 -0.36038 -0.95718
H: 1.47336 -0.44519 -1.04571
H: 1.07618 -2.18593 -0.97274
H: 2.73601 -1.67799 -0.94984
H: 4.46133 -3.08163 1.42592
H: 1.36237 -4.90840 0.92836
H: 2.46023 -0.60680 2.56316
H: 3.85925 -0.76541 0.33388
H: 1.89199 1.40618 2.56645
H: -0.57634 1.73058 -5.68311
H: -0.96714 1.11516 -4.07620
H: 1.83526 0.72427 -4.35468
H: 0.62450 -0.56375 -4.43799
H: 1.19761 0.23618 -5.91306
Cl: -0.95671 -9.71552 -0.69311
C: -1.87217 -8.64740 0.39652
C: -1.43019 -7.21221 0.27738
Cl: 0.23005 -6.98595 0.91498
H: -1.74741 -9.01836 1.41048
H: -2.92194 -8.71958 0.11766
H: -2.08416 -6.56962 0.86402
H: -1.43197 -6.87907 -0.75685
Cl: -3.14582 2.42147 2.67201
C: -2.58444 3.50602 3.97223
C: -1.82678 4.68868 3.43613
Cl: -0.27671 4.19164 2.69230
H: -1.97363 2.91004 4.64621
H: -3.46780 3.84689 4.50874
H: -1.58857 5.37386 4.24690
H: -2.39024 5.21857 2.67329

Here is what Löwdin gives for the atomic charges, in e: C -0.068; C -0.251; O -0.215; P 0.461; O -0.226; C -0.194; C -0.154; C -0.231; O -0.070; C -0.402; C -0.145; C -0.283; N 0.137; C -0.594; Cl 0.783; C -0.679; C -0.084; Cl 0.739; C -0.333; C -0.006; P 0.235; O -0.178; O -0.218; S 0.420; N -0.024; O 0.057; C 0.010; C -0.377; F 0.133; F 0.149; C -0.496; F 0.209; F 0.195; F 0.126; O -0.195; C -0.248; C -0.055; H 0.081; H 0.079; H 0.084; H 0.119; H 0.121; H 0.070; H 0.075; H 0.094; H 0.125; H 0.081; H 0.115; H 0.048; H 0.055; H 0.065; H 0.066; H 0.074; H 0.090; H 0.072; H 0.097; H 0.098; H 0.086; H 0.000; H 0.141; H 0.108; H 0.158; H 0.123; H 0.102; H 0.077; H 0.067; H 0.078; Cl 0.559; C -0.660; C -0.644; Cl 0.600; H 0.072; H 0.079; H 0.058; H 0.063; Cl 0.604; C -0.627; C -0.615; Cl 0.626; H 0.070; H 0.081; H 0.080; H 0.074


[2]
The following is a quantum chemistry calculation of 5 unconnected molecules or ions with the total composition C22H38NO10P2, from the Open Molecules 2025 dataset.

Calculated values
Molecular weight, g/mol: 538.49
HOMO-LUMO gap, eV: 8.34
Total energy, eV: -63969.06448
HOMO level, eV: -11.748
Charge: +1

Positions of all 73 atoms, in Å:
C: -3.08276 -0.52464 -0.88348
P: -3.03676 -0.39171 0.92436
O: -1.84808 0.75054 1.03559
C: -2.16295 -2.02767 1.48920
P: -2.42661 -3.38703 0.15339
C: -0.68049 -3.66453 -0.25372
O: -2.66392 -4.76213 1.02821
C: -2.74064 -2.43155 2.87057
C: -1.80052 -1.71425 3.85243
C: -0.53379 -1.67499 3.11079
N: -0.74738 -1.79951 1.85238
H: -2.12799 -0.79364 -1.33688
H: -3.85345 -1.23654 -1.16923
H: -3.39283 0.46099 -1.23525
H: -1.71167 0.99507 1.96681
H: -0.56885 -4.50986 -0.92637
H: -0.11080 -3.85519 0.65736
H: -0.28879 -2.75528 -0.71653
H: -3.55344 -4.79112 1.40424
H: -2.71139 -3.51137 3.02774
H: -3.76611 -2.09391 3.00586
H: -2.10342 -0.65279 3.84736
H: -1.78417 -2.01057 4.89510
H: 0.46538 -1.53852 3.50573
H: 0.01855 -1.74824 1.18793
O: 2.16945 2.07799 -3.87671
C: 1.35377 2.24357 -3.02079
O: 0.10024 1.72563 -3.10309
C: -0.68827 2.14871 -1.97999
C: 0.31676 2.50966 -0.89368
C: 1.49429 3.01777 -1.72106
H: -1.29526 3.00521 -2.28264
H: -1.34493 1.33285 -1.70137
H: -0.08165 3.22431 -0.17717
H: 0.60619 1.60983 -0.34824
H: 1.41662 4.08183 -1.95057
H: 2.46485 2.82330 -1.27278
O: -2.42266 1.52596 3.92054
C: -3.60943 1.60613 4.13487
O: -4.31553 0.54558 4.55334
C: -5.72481 0.87892 4.62756
C: -5.75755 2.39649 4.75452
C: -4.51211 2.80354 3.96838
H: -6.19860 0.52421 3.71103
H: -6.15011 0.35353 5.47754
H: -6.68210 2.83007 4.38266
H: -5.64395 2.68336 5.79998
H: -4.71313 2.92372 2.90143
H: -4.02346 3.70030 4.33926
O: 2.53926 -2.19273 -0.82768
C: 2.50226 -2.32203 -2.02291
O: 2.23926 -3.51556 -2.59356
C: 2.34596 -3.41725 -4.03018
C: 2.15598 -1.93778 -4.34220
C: 2.74451 -1.27996 -3.09457
H: 3.33463 -3.77720 -4.31873
H: 1.59150 -4.06371 -4.47071
H: 2.63450 -1.64001 -5.27178
H: 1.09283 -1.70477 -4.42143
H: 3.82038 -1.12031 -3.17299
H: 2.26802 -0.33858 -2.83463
O: 6.35974 -0.53922 -1.57213
C: 6.10739 0.61287 -1.76038
O: 5.00384 0.99784 -2.45208
C: 4.99031 2.42652 -2.62633
C: 5.87750 2.96899 -1.51015
C: 6.89101 1.83976 -1.33794
H: 5.38537 2.65419 -3.61804
H: 3.95882 2.76686 -2.57611
H: 6.31749 3.93369 -1.75206
H: 5.29350 3.08221 -0.59541
H: 7.74303 1.94222 -2.01225
H: 7.25723 1.71994 -0.32240

Here is what Löwdin gives for the atomic charges, in e: C -0.319; P 0.921; O -0.312; C -0.601; P 0.912; C -0.250; O -0.310; C -0.184; C -0.103; C 0.031; N 0.077; H 0.038; H 0.024; H 0.044; H 0.025; H 0.060; H 0.055; H 0.035; H 0.058; H 0.104; H 0.102; H 0.099; H 0.140; H 0.165; H 0.155; O 0.127; C -0.483; O 0.027; C -0.150; C -0.148; C -0.067; H 0.134; H 0.079; H 0.118; H 0.110; H 0.140; H 0.110; O 0.069; C -0.484; O 0.013; C -0.126; C -0.136; C -0.060; H 0.129; H 0.130; H 0.123; H 0.124; H 0.138; H 0.133; O 0.086; C -0.489; O 0.017; C -0.140; C -0.135; C -0.064; H 0.130; H 0.124; H 0.122; H 0.117; H 0.125; H 0.103; O 0.128; C -0.482; O 0.007; C -0.152; C -0.144; C -0.070; H 0.136; H 0.078; H 0.117; H 0.113; H 0.134; H 0.126


[3]
The following is a quantum chemistry calculation of a molecular structure, C22H39As3BeIN2O2S, from the Open Molecules 2025 dataset.

Calculated values
Molecular weight, g/mol: 756.32
HOMO-LUMO gap, eV: 8.79
Total energy, eV: -232373.80860
HOMO level, eV: -10.709
Charge: +1

Positions of all 71 atoms, in Å:
Be: 0.18823 -0.20943 -0.97881
C: -2.10524 2.52432 0.02092
As: -1.78532 0.62097 -0.17520
C: -3.44504 0.06431 -1.00142
C: -2.04315 -0.15596 1.60250
C: -1.07240 0.10750 2.77548
C: -1.60868 -0.75688 3.93019
C: 0.36396 -0.38271 2.51028
As: 1.40403 0.25379 0.96682
C: 2.94390 -0.91134 1.15214
C: 2.20236 1.93576 1.49700
C: -1.10436 1.59543 3.16817
As: -0.67480 2.08073 5.04993
C: 1.23737 2.48296 4.88508
C: -1.28438 3.93111 4.85784
H: -2.96868 2.68645 0.66529
H: -2.30357 2.94208 -0.96547
H: -1.23654 3.02387 0.44279
H: -4.28926 0.46319 -0.43936
H: -3.49295 -1.02390 -1.01611
H: -3.47916 0.43215 -2.02598
H: -2.08450 -1.23122 1.40369
H: -3.04640 0.14878 1.91538
H: -1.69568 -1.79741 3.61341
H: -2.59346 -0.41125 4.25042
H: -0.95096 -0.71920 4.79928
H: 0.34863 -1.46850 2.36847
H: 0.97549 -0.19486 3.39830
H: 3.31853 -0.86288 2.17485
H: 3.72492 -0.59680 0.46094
H: 2.65458 -1.93385 0.91394
H: 2.60400 1.83069 2.50252
H: 1.48594 2.75326 1.46714
H: 3.01237 2.15557 0.80198
H: -2.12648 1.96748 3.05041
H: -0.47678 2.19330 2.50249
H: 1.82199 1.56739 4.79715
H: 1.55030 2.98873 5.79811
H: 1.43718 3.13718 4.03711
H: -2.37199 3.95350 4.80144
H: -0.86518 4.39809 3.96568
H: -0.97683 4.50069 5.73338
I: 6.69631 2.46579 -5.38186
C: 4.88710 1.65248 -4.74817
C: 4.38283 1.99719 -3.50111
C: 3.18088 1.45057 -3.08240
C: 2.48487 0.56869 -3.90155
C: 2.99750 0.23816 -5.15058
C: 4.20041 0.77589 -5.57785
C: 1.19525 -0.03689 -3.46277
O: 0.54585 -0.76536 -4.19916
O: 0.80946 0.27260 -2.26076
H: 4.92112 2.68823 -2.86803
H: 2.77020 1.71776 -2.11745
H: 2.44402 -0.44305 -5.78166
H: 4.59861 0.51674 -6.54823
C: -1.66360 -5.01004 -0.58607
N: -1.69077 -4.10049 -1.71074
C: -2.58796 -4.32648 -2.84411
C: -2.24183 -3.16125 -3.78238
N: -1.45446 -2.27620 -2.91695
C: -1.09238 -2.91626 -1.80384
S: -0.01477 -2.31796 -0.61115
H: -1.45166 -6.01770 -0.94238
H: -2.62667 -5.01204 -0.07163
H: -0.88573 -4.70912 0.10901
H: -3.62613 -4.29848 -2.50547
H: -2.39647 -5.30351 -3.28641
H: -3.12705 -2.65009 -4.15298
H: -1.63977 -3.47936 -4.63393
H: -0.80717 -1.60296 -3.35755

Here is what Löwdin gives for the atomic charges, in e: Be -0.302; C -0.262; As 1.161; C -0.264; C -0.330; C -0.668; C -0.098; C -0.314; As 1.157; C -0.262; C -0.264; C -0.373; As 1.138; C -0.347; C -0.344; H 0.040; H 0.038; H 0.017; H 0.041; H 0.021; H 0.038; H 0.065; H 0.090; H 0.089; H 0.091; H 0.058; H 0.074; H 0.078; H 0.043; H 0.039; H 0.019; H 0.023; H 0.021; H 0.034; H 0.070; H 0.043; H 0.006; H 0.023; H 0.011; H 0.019; H 0.025; H 0.023; I 0.900; C -0.733; C -0.143; C -0.017; C -0.130; C -0.003; C -0.133; C -0.498; O 0.060; O -0.131; H 0.093; H 0.106; H 0.123; H 0.097; C -0.033; N -0.150; C -0.090; C -0.096; N 0.053; C -0.696; S 0.795; H 0.101; H 0.100; H 0.055; H 0.129; H 0.130; H 0.122; H 0.130; H 0.093